Density functional theory data (the ωB97M-V functional and the def2-TZVPD basis) for a cluster of 17 separate species, C84H219N17O25 in total in a non-equilibrium geometry.

Output
- E_HOMO: -7.6 eV
- Net charge: 0
- Relative energy (zero: lowest compared OMol25 entry of this formula, charge and spin): 1156.6 kJ/mol
- Orbital gap: 0.290 Eh

```
345
Properties=species:S:1:pos:R:3:forces:R:3
C -0.9115 8.4560 -1.3052 -0.375 -0.146 -0.436
O 0.2533 7.7141 -1.6594 -0.020 2.464 0.867
C -0.0492 6.5505 -2.3156 1.207 -1.276 -0.614
C 1.2674 5.8114 -2.5812 0.655 -0.541 -1.156
N 2.0395 6.3721 -3.6957 -0.336 0.988 -0.954
C 3.4080 5.9886 -4.0134 -0.593 0.496 1.422
C 4.0022 6.4943 -5.3357 -0.772 1.996 1.054
O 3.3937 7.7812 -5.6305 -0.805 -1.803 0.918
C 4.2154 8.7275 -6.1878 0.013 0.696 -1.085
H -1.6566 8.4243 -2.1002 -0.195 -0.438 -0.283
H -0.7861 9.5342 -1.2064 0.970 -0.130 0.260
H -1.3806 8.0761 -0.3976 0.029 -0.155 0.178
H -0.4760 6.7713 -3.2940 -0.781 -0.158 -0.076
H -0.6548 5.9464 -1.6400 -0.503 -0.471 -0.424
H 1.1825 4.7746 -2.9067 -1.116 -0.490 0.688
H 1.7796 5.7607 -1.6204 0.609 0.421 -0.053
H 1.5671 6.8817 -4.4287 -0.157 -0.115 0.382
H 3.5400 4.9069 -3.9887 0.136 -0.273 0.219
H 3.9127 6.4345 -3.1564 1.101 -0.331 -0.124
H 3.8600 5.7507 -6.1199 0.052 0.277 -0.388
H 5.0379 6.7909 -5.1697 0.367 -0.984 -0.083
H 5.0750 9.0840 -5.6203 0.145 -0.400 0.613
H 3.5713 9.5961 -6.3248 0.160 0.085 -0.352
H 4.5857 8.3511 -7.1413 0.168 0.329 -0.394
C -1.9666 -1.2205 -6.4932 -0.294 0.816 -1.639
O -2.6715 -0.7050 -7.6737 0.612 -1.006 0.670
C -1.8698 -0.3685 -8.8240 0.637 -1.902 1.105
C -0.7159 -1.3914 -9.0990 -1.700 0.213 -0.920
N -1.2506 -2.7238 -9.4086 1.429 -0.052 -1.207
C -0.0771 -3.6597 -9.7029 -1.386 -0.201 1.525
C -0.3565 -5.0327 -10.3675 -0.951 0.696 0.669
O -1.2832 -5.8283 -9.6066 1.660 2.585 1.125
C -1.6143 -7.0542 -10.0854 -1.536 -1.145 -0.490
H -2.7687 -1.3324 -5.7636 0.539 0.362 0.275
H -1.1268 -0.5544 -6.2954 -0.342 0.483 0.826
H -1.4488 -2.1736 -6.6010 -0.415 -0.483 -0.564
H -1.4471 0.6242 -8.6694 -0.055 0.188 -0.334
H -2.5658 -0.4843 -9.6548 0.137 0.581 -0.076
H 0.0523 -1.4179 -8.3261 0.221 0.269 0.142
H -0.3361 -1.0398 -10.0583 0.719 0.227 0.181
H -1.9381 -2.9804 -8.7147 0.385 -0.789 0.076
H 0.4568 -3.8112 -8.7648 0.033 -0.449 0.363
H 0.6875 -3.1476 -10.2871 -0.456 0.276 -0.517
H 0.6032 -5.5452 -10.4336 0.111 -0.155 -0.208
H -0.7691 -4.8226 -11.3543 -0.022 -0.270 -0.284
H -2.1350 -7.5972 -9.2967 0.301 -0.068 0.319
H -0.8062 -7.6883 -10.4502 0.245 0.181 -0.184
H -2.4144 -6.9138 -10.8122 0.170 -0.366 -0.830
C -9.3879 10.5015 -7.5008 2.420 -0.253 -1.548
O -8.2151 10.3698 -6.6265 -2.541 1.793 -0.575
C -7.7599 9.0821 -6.5755 1.610 -0.893 2.355
C -6.7624 9.0472 -5.2980 -1.517 -2.101 -0.954
N -5.9673 7.7788 -5.1801 0.644 0.912 -1.357
C -5.1036 7.9023 -4.0356 0.883 0.613 -0.154
C -4.5462 6.5541 -3.5059 -2.233 1.256 -0.338
O -5.7531 6.0932 -2.8658 1.119 0.236 1.074
C -5.6921 4.8090 -2.3237 0.025 -0.686 -0.690
H -9.4402 11.5344 -7.8449 -0.515 0.102 0.853
H -10.3265 9.9701 -7.3434 -0.016 0.347 1.367
H -9.0783 10.0233 -8.4302 0.189 -0.261 -0.438
H -7.2721 8.7796 -7.5022 0.183 -0.162 -0.087
H -8.6011 8.4294 -6.3421 0.023 -0.540 -0.148
H -7.3885 8.9910 -4.4075 -0.481 0.796 0.094
H -6.1813 9.9675 -5.2395 0.360 -0.330 -0.308
H -6.5473 6.9803 -4.9654 -0.594 0.178 -0.210
H -5.7013 8.4486 -3.3058 -0.035 -0.734 1.308
H -4.3528 8.6809 -4.1704 0.676 -0.372 -0.767
H -3.6547 6.7636 -2.9147 -0.234 -0.352 0.767
H -4.3175 5.7694 -4.2270 0.346 0.417 -0.645
H -4.8565 4.5603 -1.6695 0.048 0.773 0.741
H -5.4876 4.0985 -3.1246 -0.558 -0.439 -0.401
H -6.6660 4.6482 -1.8614 0.256 -0.353 0.083
C 5.3196 -6.5901 2.4496 0.106 0.413 0.349
O 4.8725 -5.5560 3.2523 -0.962 1.924 0.581
C 3.9275 -4.6805 2.5864 0.215 0.037 3.038
C 3.3662 -3.7478 3.7651 1.231 -0.720 -1.616
N 4.4560 -3.0556 4.4961 0.716 -1.866 -2.629
C 4.1193 -2.1267 5.4858 -1.584 0.809 0.012
C 5.2623 -1.3423 6.0347 1.112 -0.287 1.574
O 4.9452 -0.4224 7.1026 -0.409 -0.414 -0.268
C 4.4757 -1.0293 8.2940 0.072 -0.277 0.776
H 4.4725 -7.2406 2.2322 0.149 -0.318 -0.580
H 6.0453 -7.1060 3.0784 0.190 -0.261 -0.517
H 5.7560 -6.0706 1.5965 0.308 -0.956 -0.639
H 3.1199 -5.3385 2.2657 -0.313 0.304 -0.463
H 4.3560 -4.0872 1.7787 0.317 -0.197 -0.064
H 2.7626 -4.4549 4.3342 -0.162 0.277 0.609
H 2.7099 -3.0609 3.2306 -0.130 0.401 0.491
H 5.1371 -3.7469 4.7759 0.012 -0.068 0.125
H 3.5293 -2.6472 6.2402 -0.330 0.599 0.624
H 3.5684 -1.3612 4.9393 -1.007 0.009 0.476
H 5.7440 -0.8156 5.2109 -0.025 0.334 0.255
H 5.9990 -1.9987 6.4979 0.368 -0.444 -0.304
H 4.6113 -0.3866 9.1638 -0.396 0.888 -0.515
H 5.0068 -1.8871 8.7065 0.829 -0.612 -0.937
H 3.4507 -1.3994 8.2697 -0.340 0.414 -0.354
C 5.1147 1.3812 11.8135 -0.332 0.395 0.337
O 4.2755 1.6752 10.6829 0.584 0.653 0.998
C 3.3328 2.7362 11.0419 0.741 -1.348 -0.933
C 2.2510 2.7899 9.9394 2.244 0.091 0.652
N 2.8308 3.0285 8.6094 -1.263 0.301 -0.404
C 1.7270 3.0340 7.6060 1.505 0.859 -0.306
C 2.2968 3.2460 6.1418 -0.897 -1.500 2.391
O 2.7931 1.9300 5.8633 -0.526 0.028 -0.915
C 3.1187 1.7687 4.4767 1.027 -0.214 1.238
H 5.9494 0.7013 11.6432 -0.652 -0.552 -0.710
H 4.4743 1.0597 12.6349 0.021 -0.585 0.086
H 5.6648 2.2092 12.2605 -0.249 0.938 -0.459
H 3.8775 3.6690 11.1878 0.022 0.173 -0.278
H 2.9103 2.4489 12.0047 -0.422 0.097 0.096
H 1.6727 3.6599 10.2507 -0.679 -0.227 -0.397
H 1.7475 1.8259 10.0118 -0.670 0.052 -0.067
H 3.4537 2.2938 8.3055 0.304 -0.288 0.471
H 1.0448 3.8176 7.9357 -0.197 0.090 -0.353
H 1.2231 2.0675 7.5989 -0.349 -0.113 -0.081
H 3.0854 3.9985 6.1427 0.025 0.056 -0.237
H 1.4500 3.5011 5.5048 0.093 0.138 -0.396
H 3.6390 0.8224 4.3289 0.171 -0.097 0.462
H 3.8523 2.5627 4.3377 -0.274 0.163 -1.262
H 2.2627 1.6680 3.8093 -0.275 0.868 -0.015
C 1.1245 -4.3981 -2.0873 -0.740 -0.848 0.204
O 1.6426 -5.6851 -2.3141 0.777 -0.527 -1.026
C 3.0318 -5.7310 -2.0172 -0.026 1.250 0.895
C 3.8044 -6.7484 -2.7448 1.483 -0.378 -0.255
N 3.4467 -8.0942 -2.4046 -0.008 -0.429 -0.581
C 3.9374 -8.9767 -3.4874 -1.448 1.434 -1.615
C 3.1987 -8.6731 -4.8612 -1.068 -2.873 1.607
O 1.8841 -9.3848 -4.6809 1.937 0.288 -1.579
C 0.7891 -8.6020 -4.3641 -0.384 -0.057 1.281
H 1.4534 -3.6392 -2.7972 0.593 0.086 0.081
H 1.3803 -4.1812 -1.0502 -0.360 0.807 0.062
H 0.0524 -4.4999 -2.2555 -0.039 0.161 0.517
H 3.1613 -5.8680 -0.9437 -0.107 -0.293 0.371
H 3.4872 -4.7564 -2.1927 0.010 0.284 -0.354
H 4.8560 -6.7006 -2.4617 0.221 0.735 0.052
H 3.7881 -6.6151 -3.8265 -0.206 0.603 -0.056
H 2.4405 -8.0371 -2.4710 -0.279 -0.980 0.260
H 3.7528 -10.0062 -3.1807 0.309 0.015 -0.470
H 4.9417 -8.7720 -3.8581 0.708 -0.081 1.350
H 3.7624 -9.2171 -5.6190 -0.335 -0.294 -0.179
H 3.1804 -7.6462 -5.2263 -0.636 0.065 0.443
H 0.0614 -9.2202 -3.8385 -0.127 -0.490 -0.270
H 0.2656 -8.1730 -5.2185 0.278 0.546 -0.029
H 1.0913 -7.9419 -3.5511 -0.503 1.061 -0.608
C 2.8868 -8.1414 7.6541 -0.462 -1.435 0.036
O 1.5591 -8.4146 7.1803 -0.010 0.288 0.640
C 1.2593 -9.8156 7.1290 -0.161 0.187 -0.567
C -0.2768 -10.0316 7.0593 0.353 1.159 -1.118
N -0.9457 -9.7534 5.7547 0.264 -0.330 0.847
C -1.2471 -8.3608 5.4251 0.642 -0.296 -1.509
C -2.1404 -8.2857 4.1751 -0.166 0.055 -0.147
O -2.0131 -7.0444 3.5077 1.341 1.434 0.875
C -2.5282 -6.9087 2.2064 -1.352 -1.024 0.833
H 3.6049 -8.5339 6.9342 0.263 0.512 -0.318
H 3.0765 -8.7487 8.5392 -0.090 -0.019 0.410
H 3.0579 -7.1056 7.9474 -0.391 0.015 -0.568
H 1.6244 -10.3346 8.0153 0.034 0.106 0.395
H 1.8262 -10.2231 6.2920 -0.255 -0.333 -0.333
H -0.6167 -9.3194 7.8112 -0.489 -0.198 0.400
H -0.5935 -11.0526 7.2724 0.530 0.043 0.491
H -1.7237 -10.3962 5.7146 -0.349 0.394 -0.216
H -0.2567 -7.9753 5.1829 -0.217 0.739 0.190
H -1.7998 -7.7310 6.1222 0.489 -0.160 0.891
H -3.1430 -8.3370 4.5998 -0.561 -0.402 -0.489
H -1.9460 -9.1071 3.4855 0.009 -0.210 -0.011
H -3.5483 -7.2786 2.3095 -0.217 -0.958 -0.883
H -1.8827 -7.4307 1.5001 -0.353 -0.015 -0.315
H -2.8002 -5.9037 1.8837 1.140 0.516 0.440
C -2.1078 -3.4956 -3.4164 -0.459 0.487 -1.212
O -2.2218 -3.4530 -2.0350 0.656 -0.410 0.317
C -3.4213 -3.9586 -1.5239 -0.966 -0.299 1.865
C -3.6666 -3.2915 -0.1029 -0.431 0.778 -1.400
N -5.0935 -3.3648 0.3570 2.705 -1.186 -1.344
C -5.3559 -3.0095 1.7055 -0.605 1.334 0.668
C -5.1417 -1.5661 2.2059 1.141 0.716 0.402
O -3.7313 -1.2049 2.3674 0.081 -0.389 -0.838
C -3.3597 -0.0769 3.1528 -1.438 -0.474 1.124
H -1.1462 -3.1199 -3.7660 0.171 -0.016 0.448
H -2.8562 -2.8429 -3.8656 -0.280 0.365 -0.107
H -2.2835 -4.4431 -3.9259 0.143 -0.602 0.510
H -3.4187 -5.0313 -1.3308 0.522 -0.389 -0.260
H -4.2320 -3.8321 -2.2414 -0.181 0.461 0.192
H -3.4534 -2.2338 -0.2576 0.346 0.206 0.019
H -2.8935 -3.6293 0.5872 -0.409 -0.401 0.263
H -5.4986 -2.7374 -0.3230 -0.790 0.192 0.221
H -4.9009 -3.6218 2.4840 0.210 -0.582 -0.474
H -6.4364 -3.1448 1.7521 -0.217 -0.005 0.666
H -5.6378 -1.5153 3.1752 -0.044 0.089 0.297
H -5.6246 -0.8291 1.5642 -0.052 0.109 -0.245
H -3.5104 -0.3306 4.2021 0.089 -0.215 0.438
H -4.0152 0.7881 3.0511 -0.057 0.224 -0.702
H -2.3185 0.2402 3.0937 -0.106 -0.499 -0.759
C 4.6805 -5.7786 -8.3014 -0.922 0.388 0.177
C 3.7350 -4.6821 -8.7473 -2.127 0.136 0.634
C 3.2810 -3.7027 -7.6211 1.777 -0.408 0.371
O 3.2209 -4.3593 -6.3614 -1.967 1.241 0.016
C 2.8500 -3.3364 -5.3784 2.114 -2.075 1.083
N 4.2686 -3.9873 -9.8808 0.519 1.204 -0.839
H 4.1111 -6.4602 -7.6696 0.354 -0.034 0.272
H 5.4874 -5.2838 -7.7608 0.283 -0.491 -0.069
H 4.9983 -6.3328 -9.1846 0.342 0.114 0.119
H 2.7772 -5.0739 -9.0899 -0.237 -0.932 0.263
H 2.3503 -3.1536 -7.7644 -0.210 -0.230 -0.681
H 4.0571 -2.9547 -7.4590 0.339 0.483 -0.553
H 3.6870 -2.6383 -5.3698 -0.178 0.411 0.119
H 2.9272 -3.9478 -4.4793 -0.023 0.381 0.362
H 1.9032 -2.8051 -5.2818 -0.426 -0.305 -1.273
H 4.0023 -4.4811 -10.7206 0.318 -0.381 -0.154
H 3.7790 -3.1137 -10.0118 0.061 0.485 0.187
C 3.6765 3.7551 0.1771 -2.116 0.243 1.926
C 3.1311 4.4426 1.5216 1.433 0.687 0.162
C 4.4350 5.1711 2.1166 -1.616 0.094 0.380
O 4.3524 5.4585 3.5412 -0.926 0.733 -0.710
C 3.7690 6.7531 3.8306 0.958 0.146 0.880
N 1.9998 5.3671 1.3319 0.865 0.512 -1.430
H 2.8403 3.3054 -0.3582 -0.180 0.370 -0.352
H 4.2262 2.8626 0.4758 0.591 0.507 -0.105
H 4.1851 4.4888 -0.4483 0.183 -0.339 0.047
H 2.7270 3.7510 2.2608 0.950 -0.870 -0.016
H 4.5930 6.1016 1.5713 -0.262 0.225 -0.139
H 5.3409 4.5979 1.9195 -0.178 -0.435 0.425
H 4.5435 7.5191 3.8700 0.336 0.165 -0.975
H 3.4823 6.8633 4.8764 -0.406 -1.094 0.217
H 2.9188 7.1123 3.2507 0.176 -0.482 -0.482
H 1.3275 4.9645 0.6947 -0.310 -0.029 0.165
H 1.5617 5.7739 2.1459 0.229 -0.466 0.088
C -2.0572 6.4637 5.0307 -0.043 -0.476 -0.949
C -1.1328 7.2788 4.1042 1.480 -0.458 1.519
C -1.0671 6.8753 2.6057 1.201 0.458 0.471
O -2.2806 7.2102 2.0522 -3.800 -1.554 -1.362
C -3.1830 6.0946 1.7963 0.285 -0.558 -0.135
N -1.5023 8.6659 4.2260 -1.042 0.425 -1.046
H -3.0997 6.5360 4.7209 -0.109 0.251 -0.059
H -2.0036 6.7841 6.0711 0.214 0.117 -0.192
H -1.8272 5.4004 4.9619 0.178 -0.146 0.167
H -0.1699 7.3455 4.6106 0.646 -1.193 -0.407
H -0.6658 5.8971 2.3407 -0.575 -0.599 0.371
H -0.4492 7.5223 1.9830 1.033 0.406 0.814
H -4.2382 6.2950 1.6106 0.147 1.288 0.308
H -3.2154 5.3383 2.5806 0.446 0.214 0.457
H -2.9267 5.5401 0.8936 0.705 0.132 -0.229
H -2.2038 8.6336 3.5001 -1.126 1.223 0.058
H -0.7786 9.1931 3.7586 0.388 0.401 0.131
C -4.5314 0.1704 -1.4628 -0.268 0.109 -2.121
C -5.4821 -0.3964 -2.5939 -0.247 2.187 1.801
C -5.0069 -0.2590 -4.0195 -0.457 1.341 0.813
O -4.8843 1.1904 -4.2629 1.014 -2.977 0.597
C -4.7864 1.5075 -5.6246 -0.405 0.859 -0.271
N -5.7116 -1.7464 -2.2071 -1.182 -1.466 -0.375
H -3.6025 -0.2502 -1.8478 0.705 0.293 0.840
H -4.7801 -0.1901 -0.4646 -0.062 -0.232 -0.304
H -4.5222 1.2603 -1.4525 0.285 0.005 -0.133
H -6.4188 0.1564 -2.5218 -0.173 0.100 -0.067
H -5.7133 -0.7257 -4.7059 -0.498 0.322 -0.130
H -4.1576 -0.9399 -4.0756 1.167 0.792 -0.463
H -4.1101 0.9381 -6.2623 0.237 -0.414 0.393
H -4.4435 2.5421 -5.6183 -0.169 0.105 -0.381
H -5.7911 1.4370 -6.0412 -0.063 0.162 -0.422
H -5.4735 -2.3811 -2.9558 0.230 -0.266 -0.151
H -6.7184 -1.8161 -2.1654 -0.252 -0.571 0.276
C -0.7108 2.3459 2.2271 -0.141 0.008 -0.262
C -0.1135 1.8691 0.8805 -0.005 0.025 -0.126
C -0.7024 0.5101 0.5333 -0.294 -0.004 -1.146
O -0.0046 -0.1046 -0.5661 -0.160 0.878 0.513
C -0.5509 -1.3429 -0.9029 0.739 -1.450 0.283
N -0.2896 2.9091 -0.1459 -0.347 0.091 -0.024
H -0.3751 3.3344 2.5404 0.401 -0.069 -0.153
H -0.5863 1.6432 3.0510 0.503 -0.093 -0.064
H -1.7948 2.4414 2.1635 -0.228 0.013 -0.418
H 0.9627 1.6986 0.9098 0.225 0.158 0.536
H -1.7177 0.6405 0.1586 -0.538 0.112 0.384
H -0.7237 -0.1551 1.3966 0.140 -0.193 0.104
H -1.5395 -1.4587 -1.3471 -0.058 1.043 -0.263
H -0.6138 -2.0084 -0.0420 -0.001 -0.005 0.559
H 0.1856 -1.8484 -1.5275 -0.100 0.131 -0.436
H 0.0479 2.6416 -1.0595 0.799 -0.383 -0.030
H -1.2601 2.9964 -0.4115 -0.652 0.197 0.527
C 5.8660 0.8850 -0.7963 0.167 -0.495 -1.761
C 4.8081 0.7520 -1.9925 1.217 -0.966 0.342
C 3.6148 -0.2002 -1.7082 0.520 0.487 0.989
O 4.0037 -1.5683 -1.3835 -0.154 0.920 0.835
C 3.3622 -2.0098 -0.1342 1.377 -0.180 -1.764
N 4.4946 2.0853 -2.5428 -0.515 -0.080 0.161
H 6.1098 -0.0926 -0.3804 -0.396 -0.033 0.183
H 5.7852 1.6419 -0.0161 -0.937 -0.177 -0.109
H 6.8038 1.1729 -1.2714 0.176 0.067 -0.245
H 5.2352 0.1769 -2.8140 1.139 -0.143 0.140
H 3.0130 -0.2712 -2.6143 -0.390 0.352 0.209
H 3.1477 0.2451 -0.8298 -0.940 -0.177 -0.182
H 3.8537 -1.5538 0.7252 -0.606 0.685 0.107
H 3.6492 -3.0551 -0.0196 -0.382 -0.189 -0.349
H 2.2919 -1.8855 -0.2992 -0.026 0.072 0.825
H 5.3412 2.4583 -2.9480 0.610 0.167 0.536
H 3.9686 1.9881 -3.3995 -0.720 -0.456 0.073
C -0.2725 3.1338 -5.2615 1.546 0.624 -1.109
C -0.1157 2.0257 -4.2793 0.099 0.332 -0.046
C 1.2566 1.8314 -3.5894 -0.390 0.407 -1.176
O 2.2187 1.4493 -4.5770 1.646 -0.008 0.121
C 2.8080 2.4299 -5.4761 -2.176 -0.434 -1.549
N -1.1278 2.2515 -3.3179 -0.331 -0.501 1.690
H 0.4368 3.9283 -5.0298 -0.147 0.335 -0.261
H -1.2717 3.5611 -5.3462 -0.028 -0.234 0.092
H 0.0054 2.6431 -6.1942 -0.115 0.869 -0.540
H -0.2877 1.1468 -4.9005 0.090 -0.788 0.387
H 1.1105 1.0227 -2.8733 0.345 -0.463 -0.193
H 1.6473 2.6431 -2.9758 -0.314 0.576 -0.223
H 3.4290 1.9596 -6.2386 0.544 -0.685 0.813
H 3.2686 3.3781 -5.1989 0.047 -0.385 1.184
H 1.9899 2.7120 -6.1388 -0.072 0.541 0.036
H -1.9561 2.6474 -3.7390 -0.185 -0.458 0.245
H -1.2911 1.3717 -2.8495 -0.728 0.095 0.441
C -6.2971 0.9389 7.9405 -1.084 -0.530 1.147
C -5.5106 1.8886 7.1739 1.285 0.291 0.158
C -3.9646 1.6020 7.3250 -1.943 0.532 0.729
O -3.2367 2.5940 6.6424 1.176 -0.462 0.778
C -1.8228 2.3114 6.6444 -0.324 -0.187 -1.821
N -5.9220 1.8683 5.8061 -0.027 1.006 -0.309
H -7.3137 1.3235 8.0227 -0.316 -0.409 -0.624
H -6.0022 1.0545 8.9834 0.438 -1.139 0.148
H -6.2567 -0.0259 7.4349 -0.153 -0.492 0.822
H -5.8678 2.7985 7.6562 1.068 0.917 -0.464
H -3.7597 0.5803 7.0053 0.104 -0.184 -0.775
H -3.7801 1.5337 8.3971 0.500 0.598 0.348
H -1.2516 2.2726 7.5720 -0.633 0.313 0.420
H -1.3501 2.9934 5.9377 -0.082 0.601 0.408
H -1.6517 1.3740 6.1152 -0.152 -0.552 0.264
H -5.8931 0.9249 5.4464 0.261 -0.078 -0.251
H -5.2139 2.4539 5.3868 -0.107 -0.154 -1.095
C 0.0508 -0.7966 7.3064 0.047 0.001 -1.940
C -0.4509 -2.2743 7.2240 0.157 0.543 -0.470
C 0.3162 -3.2704 6.3219 0.936 0.805 -0.339
O 0.1162 -3.1122 4.9582 -0.730 0.440 -1.301
C -1.0132 -3.7809 4.4324 -0.030 0.252 0.238
N -0.3386 -2.7812 8.5323 0.391 -0.613 2.884
H 0.8807 -0.5806 7.9792 0.033 -0.711 0.460
H -0.7365 -0.0890 7.5664 -0.136 -0.223 -0.019
H 0.4951 -0.4824 6.3620 -0.326 0.225 -0.419
H -1.5208 -2.3337 7.0243 -0.024 0.294 -0.809
H 0.1985 -4.3203 6.5903 -0.595 -0.003 0.494
H 1.3923 -3.1004 6.3547 0.194 0.242 0.860
H -1.0091 -3.6082 3.3562 0.167 -0.452 -0.014
H -1.9688 -3.3848 4.7760 -0.132 0.333 0.325
H -0.9902 -4.8257 4.7424 0.033 -0.272 -0.484
H -1.0917 -2.4379 9.1112 -0.572 -0.260 0.009
H 0.4052 -2.2244 8.9284 0.642 -0.634 0.493
```
Positions in Å, forces in eV/Å.